Below is 18 unconnected molecules or ions with the total composition C74H198N14O23 at a distorted geometry, with properties calculated with the ωB97M-V functional and the def2-TZVPD basis.

XYZ file:
```
309
Properties=species:S:1:pos:R:3:forces:R:3:lowdin_charge:R:1
C 4.50190 -4.66512 -3.49474 0.0 -0.5 0.8 -0.08
C 5.55979 -3.81309 -2.79585 -1.3 -0.6 -0.7 -0.30
O 6.28226 -3.28319 -3.87706 1.0 0.7 -0.1 -0.10
H 3.77797 -4.12741 -4.10703 0.5 0.4 0.0 0.05
H 3.87361 -5.18719 -2.77308 0.1 -0.2 0.1 0.07
H 5.02511 -5.38605 -4.12291 -0.2 -0.1 0.0 0.09
H 6.22350 -4.39804 -2.15911 -0.2 -0.1 0.2 0.11
H 5.05102 -3.04318 -2.21578 0.2 0.3 0.2 0.09
H 7.05629 -2.83614 -3.52690 0.2 0.2 -0.2 0.09
C 2.53671 6.48844 0.39812 -1.5 -0.8 0.7 -0.09
C 3.34580 7.69811 0.70883 0.7 0.3 -0.9 -0.32
O 3.58425 7.94645 2.09920 -0.3 -0.1 -0.9 -0.06
H 1.63749 6.47550 1.01403 0.0 -0.1 0.4 0.07
H 3.06942 5.55741 0.59173 0.0 0.0 0.0 0.06
H 2.08629 6.43669 -0.59313 0.6 0.3 -0.3 0.06
H 2.89186 8.56419 0.22724 -0.2 0.3 0.6 0.11
H 4.26509 7.55886 0.13996 0.6 0.3 0.3 0.11
H 4.16896 7.24853 2.40354 0.1 -0.1 0.1 0.08
C 3.52564 1.86239 1.76542 1.4 0.5 0.4 -0.06
C 4.78196 1.05602 1.38394 -1.8 -1.2 0.2 -0.31
O 4.80078 0.87903 -0.02017 0.0 0.3 -0.5 -0.10
H 2.55935 1.39145 1.58486 0.3 -0.2 -0.6 0.07
H 3.61990 2.83880 1.29019 -0.5 0.2 0.2 0.05
H 3.53912 1.96789 2.85021 0.2 0.4 0.0 0.06
H 4.55448 0.09025 1.83521 0.6 -0.2 0.2 0.06
H 5.75043 1.40177 1.74536 -0.2 0.5 0.2 0.11
H 5.56484 0.35290 -0.26718 0.1 -0.1 0.0 0.08
C 0.90589 0.43572 -0.91900 -0.4 0.8 -0.4 -0.04
C -0.61394 0.50460 -0.79166 0.8 0.2 -0.1 -0.29
O -1.00281 0.44574 0.55277 -0.6 -1.2 0.4 -0.10
H 1.30276 -0.47829 -0.47720 -0.1 -0.1 -0.2 0.06
H 1.39208 1.27837 -0.42742 -0.1 0.1 0.2 0.05
H 1.15205 0.54784 -1.97490 0.3 -0.4 -0.1 0.06
H -1.02780 -0.32520 -1.36458 -0.3 -0.3 0.4 0.08
H -1.06343 1.39587 -1.22951 0.3 0.3 -0.3 0.10
H -0.73338 1.25409 0.99502 0.1 0.8 0.2 0.03
C -5.69415 -0.91564 -2.48273 -0.1 -0.2 0.7 -0.12
O -5.18817 -0.49197 -3.70254 0.6 0.2 -1.5 -0.20
C -4.21824 0.55530 -3.59855 -0.6 0.0 -0.7 -0.19
C -3.80734 1.05227 -4.99745 -1.6 -0.3 0.2 -0.18
N -4.86532 1.90477 -5.60851 0.3 0.7 0.5 -0.05
C -4.48163 2.35235 -6.94155 0.8 -0.3 -0.5 -0.25
C -5.46976 3.14162 -7.78730 -0.2 -0.7 0.1 -0.20
O -4.90751 3.51999 -9.06077 -0.4 0.3 0.2 -0.18
C -4.18577 2.55898 -9.82891 -0.3 -0.7 1.0 -0.11
H -4.95945 -0.80079 -1.68579 0.2 0.0 0.2 0.06
H -5.94108 -1.97556 -2.54351 -0.1 0.0 -0.1 0.09
H -6.58392 -0.35550 -2.19524 -0.2 0.1 0.0 0.09
H -3.33612 0.14254 -3.10906 0.1 0.2 0.4 0.10
H -4.71979 1.35394 -3.05199 0.5 0.4 0.3 0.12
H -3.76630 0.14838 -5.60524 0.7 -0.3 -0.2 0.10
H -2.84722 1.56680 -4.95842 -0.1 0.1 0.0 0.11
H -5.65082 1.28585 -5.75009 -0.4 0.0 0.3 0.11
H -4.26537 1.44301 -7.50230 0.3 -0.2 -0.5 0.10
H -3.55990 2.93403 -6.95405 0.2 0.0 0.5 0.13
H -5.88219 4.01727 -7.28607 0.7 0.4 -0.2 0.12
H -6.35839 2.51479 -7.86167 -0.3 -0.3 -0.8 0.11
H -4.69403 1.59619 -9.88190 -0.4 -0.1 0.1 0.08
H -3.23519 2.34031 -9.34241 0.3 0.2 -0.3 0.08
H -4.04119 2.86009 -10.86647 -0.1 0.6 0.3 0.09
C -4.11904 1.88048 0.64889 -0.1 0.4 0.6 -0.07
O -3.24048 2.93324 0.32499 0.4 0.1 -0.4 -0.24
C -3.83746 3.90061 -0.50966 -0.4 0.3 0.1 -0.20
C -2.87738 5.02866 -0.87117 -1.6 -1.8 0.1 -0.21
N -1.79823 4.45626 -1.61861 0.4 1.0 0.1 -0.03
C -0.80470 5.50799 -1.77188 0.1 -0.7 -0.7 -0.22
C 0.46181 4.91330 -2.30353 0.7 0.3 1.4 -0.20
O 1.01824 4.10820 -1.23211 0.7 -0.2 -0.8 -0.22
C 2.38961 3.69538 -1.50043 -0.7 0.6 0.3 -0.08
H -4.98114 2.35156 1.12108 -0.5 -0.4 0.0 0.08
H -3.62382 1.24661 1.38445 0.1 -0.1 -0.1 0.08
H -4.39969 1.29090 -0.22388 -0.1 0.0 -0.1 0.08
H -4.69582 4.33453 0.00320 -0.3 0.0 0.1 0.13
H -4.18531 3.39850 -1.41242 -0.1 0.1 -0.3 0.12
H -2.56989 5.53629 0.04310 0.1 0.3 0.1 0.10
H -3.47581 5.67122 -1.51699 0.2 0.4 0.1 0.13
H -1.41740 3.70334 -1.06348 0.3 -0.2 0.0 0.07
H -0.59362 6.05263 -0.85160 0.1 0.0 0.4 0.11
H -1.18055 6.25839 -2.46739 -0.1 0.0 -0.2 0.13
H 1.14194 5.75082 -2.45879 0.3 -0.1 -0.6 0.12
H 0.25989 4.33211 -3.20328 0.3 -0.1 -0.1 0.11
H 2.44420 3.19861 -2.46911 0.1 -0.3 0.1 0.08
H 2.76069 3.10371 -0.66357 -0.5 -0.5 -0.3 0.06
H 3.08316 4.53598 -1.47824 -0.2 0.5 -0.4 0.06
C 3.27826 -3.89432 -7.81482 -0.9 0.2 1.0 -0.05
O 2.88153 -3.56298 -6.47269 0.5 -0.2 0.4 -0.27
C 1.50073 -3.62425 -6.12721 -0.1 -0.9 0.3 -0.18
C 1.03922 -5.09711 -5.86111 0.2 1.1 -1.1 -0.19
N 1.93359 -5.74762 -4.94440 0.6 0.9 -0.1 -0.06
C 1.67413 -7.13932 -4.80706 0.4 -2.0 0.4 -0.21
C 2.99786 -7.96157 -4.46531 -1.6 1.1 -0.2 -0.20
O 3.95326 -7.99687 -5.51712 -0.5 -0.3 -0.1 -0.21
C 3.44503 -8.73574 -6.67955 1.4 0.8 1.5 -0.06
H 2.73966 -3.20381 -8.46382 0.0 -0.3 -0.5 0.09
H 3.03948 -4.94304 -7.99166 -0.1 0.0 -0.4 0.08
H 4.35394 -3.75358 -7.92069 -0.1 0.1 0.3 0.10
H 0.93183 -3.09980 -6.89493 -0.4 -0.3 -0.2 0.12
H 1.34046 -3.08122 -5.19580 0.5 0.2 0.0 0.10
H 1.09815 -5.57843 -6.83731 -0.4 -0.4 -0.4 0.11
H 0.00474 -5.15753 -5.52298 0.1 0.2 0.1 0.10
H 2.84581 -5.62324 -5.35973 0.4 0.0 0.2 0.09
H 1.17118 -7.56803 -5.67386 0.0 -0.1 -0.5 0.10
H 0.95400 -7.27132 -3.99953 0.0 -0.3 0.3 0.11
H 2.78867 -8.97444 -4.12117 -0.4 -0.1 -0.1 0.11
H 3.32632 -7.40278 -3.58898 1.0 -0.1 -0.2 0.10
H 4.33389 -8.98452 -7.25932 -0.1 0.5 -0.3 0.08
H 2.76319 -8.04614 -7.17718 -0.2 -0.7 -0.4 0.08
H 3.08097 -9.71032 -6.35437 -0.8 0.2 0.0 0.09
C 5.59996 4.41558 -3.38281 -1.0 -0.1 0.7 -0.09
O 5.87613 4.80258 -2.03610 0.7 0.2 -0.5 -0.20
C 6.12972 3.72385 -1.14912 -0.3 0.6 0.9 -0.21
C 6.17391 4.32740 0.27703 0.3 0.6 -0.7 -0.18
N 7.29810 5.27057 0.49997 -0.3 -0.8 0.7 -0.05
C 8.59539 4.60325 0.73404 0.4 1.6 -0.2 -0.18
C 9.68029 5.71302 0.91092 -0.3 -0.4 -0.7 -0.21
O 9.81117 6.38821 -0.33597 0.0 -0.2 -0.4 -0.20
C 10.69746 7.47867 -0.37011 0.0 0.6 0.9 -0.12
H 5.59804 5.30547 -4.01225 0.6 -0.1 0.0 0.09
H 4.57167 4.05740 -3.43222 -0.3 -0.2 0.1 0.06
H 6.18538 3.57345 -3.75186 0.6 0.3 0.0 0.09
H 7.11007 3.26892 -1.29073 0.0 -0.4 -0.7 0.11
H 5.29088 3.03558 -1.25268 0.3 -0.6 0.2 0.10
H 6.21164 3.58144 1.07089 0.0 -0.2 -0.2 0.10
H 5.21880 4.84347 0.37480 0.0 0.3 0.3 0.09
H 7.42270 5.85865 -0.31166 -0.1 0.1 -0.2 0.09
H 8.79639 3.97927 -0.13680 0.7 -0.3 0.1 0.10
H 8.66632 4.02883 1.65768 -0.6 -0.2 0.0 0.11
H 10.64962 5.32737 1.22678 0.2 -0.5 -0.2 0.11
H 9.39434 6.38694 1.71848 -0.4 0.3 0.0 0.12
H 10.84992 7.88287 -1.37085 -0.3 -0.5 -0.1 0.09
H 11.67355 7.27581 0.07055 0.3 -0.5 -0.1 0.08
H 10.31818 8.29513 0.24442 -0.3 0.3 0.1 0.08
C -7.42109 -0.09968 1.83905 0.7 0.8 1.5 -0.07
O -7.41162 1.27554 2.27181 0.2 -0.1 -0.7 -0.21
C -8.12585 1.51429 3.46137 -0.6 0.5 0.5 -0.23
C -7.96788 2.96150 4.00037 -0.2 -0.6 0.3 -0.20
N -6.81458 3.06740 4.88282 0.7 0.0 -0.2 -0.05
C -5.56543 2.84533 4.16218 0.0 -0.6 -0.3 -0.22
C -4.32326 3.18657 4.95589 -1.1 0.3 -1.1 -0.23
O -4.29535 4.58938 4.99998 -0.3 0.6 0.6 -0.19
C -3.23513 5.08757 5.81149 -0.6 -0.4 -0.5 -0.08
H -7.03583 -0.68778 2.67201 -0.2 -0.4 0.3 0.06
H -6.64793 -0.24231 1.08408 -0.6 0.3 -0.5 0.08
H -8.42568 -0.45485 1.60940 0.0 0.1 -0.4 0.09
H -7.81502 0.83497 4.25510 0.3 -0.2 0.2 0.12
H -9.18366 1.29518 3.31604 -0.3 0.1 -0.2 0.11
H -8.79413 3.27970 4.63612 -0.5 -0.7 -0.1 0.11
H -8.01830 3.69953 3.19984 0.5 0.0 -0.6 0.12
H -6.76014 4.02680 5.19377 -0.1 0.2 0.3 0.10
H -5.61238 3.41000 3.23103 0.5 0.3 -0.3 0.12
H -5.47108 1.80504 3.85071 -0.3 -0.2 0.1 0.09
H -3.47671 2.81493 4.37854 0.5 -0.2 0.2 0.10
H -4.39121 2.68929 5.92346 0.3 0.2 0.4 0.13
H -2.32878 4.87922 5.24298 0.4 0.0 0.8 0.07
H -3.33236 4.61143 6.78717 0.6 -0.1 0.1 0.08
H -3.35166 6.16414 5.93609 -0.1 0.0 -0.2 0.09
C -1.26196 -3.40217 5.73153 -0.7 0.2 1.0 -0.05
C -2.71760 -3.78514 5.48319 0.7 0.1 -1.2 -0.39
C -3.74167 -2.60154 5.45023 0.4 -1.6 0.7 -0.19
O -3.43668 -1.65114 4.45383 -0.3 0.7 0.8 -0.24
C -4.22542 -0.42870 4.50257 0.9 -1.2 -0.2 -0.06
N -2.68790 -4.50648 4.19707 -1.0 0.6 -0.5 0.06
H -0.63672 -4.26464 5.50059 0.1 0.1 0.0 0.07
H -1.14615 -3.19912 6.79617 0.4 0.4 0.0 0.07
H -0.99800 -2.54639 5.11018 0.2 0.0 0.1 0.07
H -3.02727 -4.52902 6.21725 -0.3 0.4 0.4 0.12
H -3.82412 -2.21906 6.46758 0.3 0.7 0.1 0.11
H -4.71040 -3.07908 5.30324 -0.4 0.1 -0.5 0.12
H -3.70237 0.23404 3.81315 -0.3 0.1 0.0 0.08
H -4.23471 0.01229 5.49933 0.0 -0.1 0.1 0.09
H -5.24257 -0.63883 4.17190 -0.1 0.1 0.0 0.08
H -1.76472 -4.45348 3.79085 0.5 -0.4 0.0 0.01
H -3.14242 -3.88247 3.54582 -0.6 -0.2 -0.4 0.02
C -1.27104 -0.22265 7.89166 1.1 -0.6 -1.6 -0.03
C -0.70970 1.13762 7.34010 -0.6 -1.9 0.2 -0.42
C -0.79098 1.26283 5.82235 -0.4 -1.5 0.6 -0.18
O 0.04780 0.26110 5.26031 0.1 0.9 0.0 -0.19
C -0.09323 0.12267 3.86866 0.3 -0.1 -0.6 -0.09
N -1.56072 2.14711 7.88361 0.0 1.4 0.7 0.04
H -1.37016 -0.35215 8.96939 -0.1 0.7 0.0 0.08
H -0.62035 -1.04187 7.58575 0.4 0.0 0.0 0.05
H -2.18475 -0.51165 7.37232 -0.4 0.4 0.2 0.06
H 0.33978 1.24109 7.61575 0.2 0.0 0.2 0.13
H -0.60171 2.29662 5.53330 0.5 0.0 -0.3 0.11
H -1.82268 1.03790 5.55197 -0.3 0.1 -0.2 0.11
H -0.04940 1.04658 3.29199 0.0 0.5 0.3 0.06
H -1.03899 -0.33653 3.58099 -0.2 -0.4 0.2 0.08
H 0.75352 -0.46435 3.51298 -0.2 -0.3 0.0 0.08
H -1.89255 1.85006 8.79012 -0.2 0.0 0.1 0.07
H -0.96357 2.93490 8.09073 -0.3 0.6 -0.1 0.08
C -3.13947 -2.68057 -0.51825 -1.3 0.0 0.1 -0.03
C -3.67406 -2.18583 0.81758 1.0 0.0 0.6 -0.38
C -4.68401 -3.07873 1.57184 1.1 0.3 -0.5 -0.19
O -5.89134 -2.97919 0.88695 -0.8 -0.4 -0.8 -0.19
C -6.87305 -3.91396 1.27233 -0.3 0.1 0.6 -0.10
N -2.50149 -1.93948 1.65105 0.0 0.1 0.6 0.07
H -2.45557 -3.52591 -0.44222 -0.2 -0.1 0.2 0.07
H -2.63779 -1.86603 -1.04070 0.0 0.1 0.0 0.06
H -4.06061 -2.91693 -1.05092 0.3 -0.4 -0.7 0.06
H -4.19336 -1.24387 0.64113 -0.4 0.2 -0.2 0.11
H -4.75651 -2.70434 2.59294 -0.2 0.2 0.3 0.11
H -4.34803 -4.11123 1.66763 0.1 -0.3 -0.3 0.12
H -7.74050 -3.86872 0.61386 0.2 0.3 -0.1 0.09
H -7.19675 -3.68252 2.28710 -0.3 0.0 0.2 0.08
H -6.56823 -4.96006 1.30167 0.6 -0.1 -0.2 0.09
H -2.03665 -1.09633 1.34590 0.3 0.2 -0.4 0.04
H -2.76378 -1.74281 2.60636 -0.1 -0.2 0.3 0.03
C -2.77594 -6.85021 0.20959 0.9 -0.6 -0.3 -0.04
C -1.30119 -7.29924 0.25719 0.8 0.4 2.2 -0.41
C -0.32740 -6.52286 -0.61045 -1.4 1.0 -0.9 -0.15
O -0.45661 -5.07793 -0.39436 -0.3 -1.3 -0.1 -0.26
C -0.01790 -4.21459 -1.44360 -0.4 -0.8 0.7 -0.08
N -0.79545 -7.29835 1.66219 -0.5 -0.6 -0.6 0.05
H -3.11030 -7.01759 -0.81428 -0.4 0.7 -0.1 0.07
H -2.88831 -5.85663 0.64347 -0.1 0.2 -0.6 0.06
H -3.38305 -7.52027 0.81830 0.1 -0.2 0.1 0.07
H -1.25546 -8.34862 -0.03400 0.1 0.0 -0.5 0.13
H -0.71572 -6.79046 -1.59315 0.5 0.5 -0.7 0.11
H 0.71119 -6.84246 -0.52507 0.0 0.0 0.2 0.13
H -0.63950 -4.41043 -2.31731 0.5 0.0 -0.5 0.08
H 1.05787 -4.36492 -1.53429 0.1 0.2 -0.7 0.09
H -0.23697 -3.19453 -1.12802 0.1 0.0 0.2 0.08
H -1.64158 -7.44024 2.19513 0.3 0.1 0.8 0.06
H -0.40711 -6.40705 1.93584 -0.3 0.2 0.0 0.02
C 1.50370 -4.94259 3.24398 1.2 0.3 1.2 -0.05
C 0.85301 -3.71095 2.63266 1.4 -0.4 0.5 -0.43
C 1.72845 -3.12354 1.54586 0.8 0.2 -0.9 -0.18
O 3.02939 -2.70868 1.98323 -0.2 0.6 0.4 -0.19
C 3.80700 -2.14495 0.93231 -0.3 -1.6 -0.4 -0.11
N -0.42093 -4.13492 2.17611 -0.7 0.5 -1.1 0.05
H 2.45384 -4.66956 3.70309 0.0 0.2 0.5 0.07
H 1.84532 -5.76310 2.61298 -0.7 0.2 -0.8 0.08
H 0.84722 -5.36584 4.00426 0.1 0.0 0.0 0.07
H 0.71445 -2.90529 3.35364 0.1 -0.2 0.6 0.12
H 1.22127 -2.29256 1.05560 -0.2 0.4 0.1 0.11
H 1.89412 -3.85881 0.75844 -0.1 -0.4 -0.2 0.12
H 4.84705 -2.01475 1.23141 -0.3 0.6 0.6 0.09
H 3.34883 -1.29213 0.43143 0.1 0.3 0.3 0.07
H 3.92329 -2.92079 0.17557 -0.2 -0.2 -0.5 0.07
H -0.26816 -4.50953 1.25068 0.0 -0.9 -0.2 0.03
H -0.96303 -3.33616 1.87914 -0.7 0.7 0.4 0.04
C 0.55913 3.93459 3.23605 0.5 1.3 1.5 -0.05
C -0.82458 4.06660 2.64330 0.9 -1.0 0.9 -0.40
C -1.32657 5.51358 2.53890 -0.2 -0.1 0.6 -0.16
O -1.14202 6.17749 3.80628 0.7 -1.3 0.0 -0.22
C -1.44436 7.54077 3.88004 0.2 0.2 -1.4 -0.11
N -0.77005 3.24324 1.44490 -0.9 0.7 -0.5 0.08
H 0.48747 4.13077 4.30585 0.1 -0.1 0.2 0.07
H 1.21323 4.74538 2.91531 0.2 0.0 -0.5 0.08
H 1.06935 2.98000 3.10745 -0.4 0.0 -0.3 0.06
H -1.52253 3.58213 3.32615 -0.1 -0.3 0.1 0.11
H -2.39828 5.47909 2.34304 -0.3 0.1 -0.3 0.12
H -0.83428 5.97979 1.68544 0.3 0.6 0.1 0.11
H -2.51735 7.71363 3.79692 -0.2 0.1 0.0 0.09
H -0.92938 7.99028 3.03102 -0.2 0.6 -0.2 0.08
H -1.04517 8.04137 4.76216 0.0 -0.6 0.3 0.09
H -0.17265 3.66999 0.75127 0.7 0.2 -0.2 0.07
H -1.69089 3.28708 1.03231 -0.3 -0.4 -0.2 0.03
C -3.42644 -5.31857 -3.74207 -1.4 0.6 0.2 -0.05
C -3.52811 -4.32821 -4.93192 0.5 0.2 0.1 -0.39
C -2.94948 -2.93452 -4.61362 0.4 -0.3 1.3 -0.16
O -1.54549 -3.11384 -4.34093 -0.4 -0.2 -0.2 -0.21
C -0.83149 -1.96088 -3.98242 0.4 0.4 -0.3 -0.10
N -2.80155 -4.85524 -6.09221 -0.1 -0.3 0.7 0.05
H -2.46440 -5.72493 -3.42989 0.2 0.2 -0.6 0.06
H -4.16124 -6.11231 -3.87684 0.4 -0.4 -0.5 0.07
H -3.85916 -4.85755 -2.85421 0.3 0.5 0.2 0.06
H -4.57081 -4.21000 -5.22670 -0.1 0.0 0.3 0.14
H -3.36656 -2.52241 -3.69476 -0.4 0.1 0.1 0.10
H -3.11917 -2.20648 -5.40687 0.1 -0.1 -0.3 0.12
H -0.04186 -2.21309 -3.27462 -0.2 -0.1 0.2 0.08
H -1.44016 -1.15208 -3.57813 -0.3 -0.1 0.3 0.07
H -0.30482 -1.53335 -4.83561 0.0 0.1 -0.4 0.07
H -1.86778 -4.68660 -5.74618 0.7 -0.3 -0.8 0.02
H -2.94497 -4.22862 -6.87123 0.1 0.1 -0.2 0.07
C 3.61557 -0.25204 4.58191 0.9 0.5 -1.1 -0.07
C 3.76416 -0.84741 5.96586 1.1 2.2 -0.1 -0.42
C 4.10136 0.24706 7.03249 0.7 0.8 0.2 -0.14
O 5.37392 0.97353 6.83918 -0.4 -2.5 -1.2 -0.21
C 5.73441 1.77212 7.91646 -1.4 0.3 0.3 -0.14
N 2.57557 -1.57180 6.31178 0.3 -0.6 0.7 0.06
H 3.45981 -1.02826 3.83270 -0.5 -0.3 0.1 0.06
H 4.53804 0.18838 4.20348 0.3 0.3 0.4 0.07
H 2.85665 0.51971 4.45333 -0.3 -0.1 0.4 0.07
H 4.62034 -1.51770 5.88997 0.0 -0.2 0.4 0.14
H 4.04713 -0.18542 8.03155 0.5 -0.4 0.1 0.11
H 3.37431 1.05511 7.11353 -0.7 0.0 -0.6 0.11
H 5.48734 1.26097 8.84693 0.4 0.0 0.4 0.08
H 5.06644 2.63021 7.84156 0.2 0.7 0.5 0.08
H 6.77290 2.10282 7.89959 -0.1 -0.3 -0.3 0.09
H 2.44157 -2.10586 5.46507 -0.9 -0.4 0.1 0.06
H 1.80502 -0.92797 6.42054 -0.3 0.1 -0.3 0.05
C 4.30390 0.30080 -3.39339 -1.5 0.2 -0.3 -0.04
C 3.36642 -0.61420 -4.22168 1.8 -0.5 1.1 -0.44
C 2.49297 0.20632 -5.11785 -0.1 0.3 -0.1 -0.21
O 1.59114 0.96582 -4.30252 -0.5 0.8 -0.7 -0.21
C 0.69989 1.79575 -5.08262 0.1 -0.6 0.2 -0.08
N 4.24772 -1.47964 -4.97968 -0.3 -0.3 -1.0 0.07
H 4.71347 1.04648 -4.07480 0.3 0.0 0.0 0.08
H 5.10832 -0.24076 -2.89567 -0.2 0.0 0.1 0.07
H 3.64792 0.82595 -2.69912 0.4 0.1 0.4 0.06
H 2.71641 -1.17663 -3.55140 -0.2 -0.1 0.4 0.13
H 1.96101 -0.42854 -5.82642 -0.4 -0.2 0.0 0.12
H 3.16922 0.81918 -5.71383 -0.1 0.5 -0.1 0.13
H -0.03222 1.17740 -5.60199 0.2 -0.3 -0.5 0.07
H 1.23992 2.44394 -5.77278 0.2 -0.2 -0.2 0.09
H 0.05149 2.44951 -4.49928 0.5 -0.1 0.8 0.06
H 4.96033 -1.97618 -4.46420 0.2 0.6 0.5 0.03
H 3.77316 -2.25840 -5.41375 -0.5 0.2 -0.4 0.03
```
Positions in Å, forces in eV/Å.

Properties
* HOMO-LUMO gap: 8.78 eV
* max |F|: 0.0549 Eh/bohr